#A
21
Properties=species:S:1:pos:R:3:lowdin_charge:R:1 method="wB97M-V/def2-TZVPD" total_charge=-1 e_lumo_ha=0.148 homo_energy_ev=-4.77
C -1.17 -0.70 0.32 -0.23
C -1.36 -0.88 -1.18 -0.20
C -0.78 0.22 -2.05 -0.41
O -0.89 1.41 -1.45 -0.18
C 0.07 -1.23 0.93 -0.32
O 0.82 -0.22 1.58 -0.25
H -1.59 0.22 0.65 0.10
H -2.00 -1.26 0.77 0.10
H -2.38 -1.22 -1.53 0.11
H -0.67 -1.79 -1.32 0.10
H 0.17 -0.05 -2.39 0.07
H -1.33 0.26 -3.07 0.11
H 0.63 -1.88 0.17 0.12
H -0.23 -1.86 1.64 0.05
H 0.72 0.84 0.99 0.05
H 0.03 1.62 -0.77 0.09
H 0.67 2.44 0.87 0.00
O 1.02 1.84 0.24 -0.22
H 2.46 0.24 2.43 -0.03
H 2.79 1.10 1.13 0.01
O 3.00 0.90 2.05 -0.10



#B
21
Properties=species:S:1:pos:R:3:lowdin_charge:R:1 method="wB97M-V/def2-TZVPD" total_charge=-1 e_lumo_ha=0.146 homo_energy_ev=-3.79
C 1.33 1.27 -0.19 -0.27
O 0.38 1.23 -1.27 -0.17
C 0.60 1.41 1.12 -0.16
C -0.27 0.12 1.34 -0.57
C 0.54 -0.79 2.32 -0.08
O -0.58 -0.55 0.20 -0.28
H 2.03 2.07 -0.43 0.11
H 1.83 0.29 -0.26 0.11
H 1.28 1.55 1.96 0.09
H -0.04 2.30 1.09 0.10
H -1.21 0.46 1.84 0.11
H 0.49 -1.86 2.11 0.06
H 0.22 -0.57 3.33 0.05
H 1.62 -0.67 2.17 0.05
H -0.23 0.51 -0.91 0.05
H 1.83 -0.98 -2.92 0.00
H 1.12 0.38 -2.44 -0.01
O 1.15 -0.35 -3.14 -0.12
H -2.39 -1.46 -0.42 0.01
H -3.68 -1.48 0.47 0.01
O -3.05 -2.03 0.01 -0.09



Stability comparison, relative energies in hartree: #A 0.0466; #B 0.0000



#A
10
Properties=species:S:1:pos:R:3:lowdin_charge:R:1 method="wB97M-V/def2-TZVPD" total_charge=+1 e_lumo_ha=-0.195 homo_energy_ev=-14.61
C 1.75 0.22 0.50 -0.70
C -1.56 0.39 0.34 -0.03
N -0.48 -0.06 0.74 -0.01
N 1.88 -0.92 -0.08 0.17
S 1.94 1.57 1.14 1.03
H -1.67 0.88 -0.65 0.10
H -2.54 0.33 0.97 0.13
H -0.46 -0.51 1.62 0.07
H 1.19 -1.61 -0.14 0.11
H 2.71 -1.34 -0.40 0.14



#B
10
Properties=species:S:1:pos:R:3:lowdin_charge:R:1 method="wB97M-V/def2-TZVPD" total_charge=+1 e_lumo_ha="-0.197 / -0.197" homo_energy_ev="-13.48 / -13.48"
C 1.95 -0.79 0.32 -0.47
C -0.32 0.01 -0.04 -0.24
N -1.36 -0.75 -0.40 0.12
N -0.37 1.32 -0.01 0.11
S 3.01 0.05 -0.36 0.92
H 1.68 -1.54 1.10 0.05
H -1.46 -1.73 -0.46 0.09
H -2.35 -0.38 -0.22 0.16
H 0.41 1.92 0.33 0.12
H -1.19 1.89 -0.26 0.13



Stability comparison, relative energies in hartree: #A 0.0000; #B 0.0272